[1]
Entry from OMol25: a structure of composition C31H58F3N4O4S2SiTc (the ωB97M-V functional and the def2-TZVPD basis).

Values from the calculation:
- frontier orbital gap (spin up / spin down) (eV) = 7.6 / 6.5
- HOMO level (spin up / spin down) (eV) = -9.75 / -8.69
- 2S+1 = 4
- total charge = +1
- E_tot (eV) = -87130.2920
- <S²> = 3.770

```
104
Properties=species:S:1:pos:R:3:lowdin_charge:R:1
Tc -0.97 -0.34 0.21 1.276
N 2.75 0.06 0.14 0.131
C 1.87 1.17 0.63 -0.397
O 0.68 0.93 0.84 -0.090
C 2.55 2.37 0.87 -0.203
C 3.96 2.39 0.92 -0.226
N 5.11 2.30 0.98 0.177
C 1.82 3.56 1.08 -0.197
N 1.21 4.53 1.20 0.182
H 2.34 -0.80 0.54 0.076
H 3.67 0.20 0.56 0.105
C 1.44 -1.21 -2.23 -0.132
Si 3.05 -0.39 -1.74 0.794
C 3.36 1.13 -2.87 -0.593
C 3.36 0.63 -4.33 -0.084
C 4.70 1.83 -2.62 -0.076
C 2.21 2.14 -2.73 -0.074
C 4.41 -1.70 -1.48 -0.607
C 3.94 -2.76 -0.47 -0.091
C 4.67 -2.40 -2.82 -0.079
C 5.73 -1.10 -0.96 -0.073
H 1.42 -1.39 -3.31 0.056
H 0.58 -0.58 -2.00 0.000
H 1.28 -2.17 -1.75 0.029
H 4.13 -0.13 -4.50 0.066
H 3.57 1.47 -4.98 0.096
H 2.40 0.20 -4.61 0.078
H 5.54 1.21 -2.94 0.075
H 4.86 2.10 -1.58 0.050
H 4.74 2.75 -3.21 0.095
H 1.24 1.66 -2.71 0.057
H 2.24 2.82 -3.58 0.095
H 2.32 2.74 -1.83 0.071
H 2.98 -3.20 -0.75 0.074
H 3.87 -2.37 0.54 0.061
H 4.67 -3.58 -0.45 0.098
H 3.76 -2.84 -3.22 0.088
H 5.41 -3.19 -2.69 0.095
H 5.07 -1.70 -3.56 0.068
H 5.60 -0.53 -0.04 0.068
H 6.18 -0.44 -1.70 0.072
H 6.44 -1.90 -0.76 0.095
C -1.91 4.19 -0.18 -0.147
C -1.88 3.84 -1.66 -0.368
S -2.29 2.08 -1.87 0.974
O -1.10 1.36 -1.28 -0.643
C -2.05 1.98 -3.69 -0.360
C -3.32 1.45 -4.35 -0.135
H -1.60 5.23 -0.03 0.081
H -1.23 3.55 0.37 0.032
H -2.92 4.07 0.22 0.074
H -0.88 3.99 -2.08 0.096
H -2.61 4.41 -2.24 0.098
H -1.21 1.30 -3.83 0.087
H -1.78 2.97 -4.07 0.086
H -3.55 0.46 -3.96 0.066
H -3.18 1.38 -5.43 0.081
H -4.16 2.11 -4.15 0.075
F -1.24 -2.78 -1.37 -0.018
C -1.98 -1.65 -1.08 -0.598
F -2.16 -1.06 -2.33 -0.039
F -3.24 -2.15 -0.82 -0.007
C -3.18 2.46 4.03 -0.221
S -1.70 1.59 3.42 0.881
C -0.54 2.92 3.76 -0.227
O -1.90 1.55 1.92 -0.601
H -3.10 2.54 5.12 0.059
H -4.05 1.86 3.77 0.052
H -3.24 3.44 3.57 0.065
H -0.59 3.18 4.81 0.065
H -0.76 3.78 3.13 0.055
H 0.46 2.56 3.52 0.045
C -3.22 -3.56 1.78 0.017
N -3.15 -3.03 3.17 -0.157
C -2.66 -4.07 4.10 0.001
C -2.35 -1.73 3.22 -0.114
C -0.89 -1.93 2.94 -0.281
C -0.07 -2.32 4.01 -0.075
C 1.25 -2.68 3.82 -0.085
C 1.73 -2.72 2.52 -0.090
C 0.94 -2.28 1.47 -0.159
C -0.37 -1.77 1.63 -0.215
H -3.66 -4.55 1.78 0.110
H -2.21 -3.60 1.38 0.100
H -3.81 -2.89 1.17 0.084
H -4.10 -2.78 3.44 0.182
H -1.67 -4.38 3.80 0.107
H -3.33 -4.93 4.07 0.106
H -2.63 -3.68 5.12 0.107
H -2.50 -1.33 4.23 0.123
H -2.80 -1.09 2.48 0.079
H -0.48 -2.33 5.02 0.112
H 1.88 -2.95 4.65 0.104
H 2.74 -3.07 2.33 0.097
H 1.32 -2.39 0.46 0.056
C -6.10 -0.56 0.11 -0.075
C -4.93 0.40 0.07 -0.316
O -3.98 0.02 1.06 -0.156
H -6.89 -0.21 -0.55 0.080
H -6.50 -0.62 1.13 0.075
H -5.78 -1.55 -0.20 0.066
H -5.28 1.42 0.26 0.118
H -4.47 0.37 -0.92 0.077
H -3.36 0.75 1.23 0.005
```

[2]
Entry from OMol25: a cluster of 3 separate species, C31H58FN3O11PS2 in total at a distorted geometry (the ωB97M-V functional and the def2-TZVPD basis).

Values from the calculation:
- frontier orbital gap (eV) = 9.0
- HOMO level (eV) = -10.69
- 2S+1 = 1
- total charge = +1
- E_tot (eV) = -93749.9915

```
107
Properties=species:S:1:pos:R:3:lowdin_charge:R:1
C -0.39 -3.64 2.66 -0.081
C 0.85 -3.92 1.81 -0.203
C 0.91 -3.23 0.45 -0.177
O 0.32 -1.96 0.27 -0.060
C 0.77 -0.81 0.92 -0.433
C 2.13 -0.92 1.60 -0.018
C 3.35 -1.30 0.78 -0.181
C 4.10 -2.40 1.23 -0.047
C 5.24 -2.84 0.55 -0.055
C 5.67 -2.20 -0.60 -0.038
C 4.95 -1.09 -1.08 -0.252
C 5.38 -0.39 -2.34 -0.042
C 3.81 -0.67 -0.38 0.007
O -0.10 -0.49 1.99 -0.014
C -1.40 0.04 1.73 -0.239
C -2.38 -0.73 2.63 -0.087
C -3.51 0.08 3.22 -0.392
C -4.19 -0.70 4.34 -0.018
F -3.01 1.27 3.73 -0.005
C -1.84 0.21 0.24 -0.338
C -2.73 1.48 0.25 -0.210
C -3.30 1.97 -1.09 -0.076
P -3.01 -1.14 -0.53 0.942
N -2.49 -2.66 0.00 -0.118
O -4.38 -0.98 0.37 -0.264
N -0.68 0.51 -0.69 0.044
C -0.81 0.05 -2.12 -0.210
N -0.58 -1.35 -2.30 -0.090
C -1.10 -1.83 -3.59 -0.080
C 0.72 0.30 -0.13 -0.122
C 1.36 1.63 0.22 -0.298
C 1.56 2.47 -1.07 -0.027
C 0.65 2.49 1.27 -0.143
C 1.55 3.68 1.71 -0.216
C 1.59 3.87 3.24 -0.080
H -0.22 -2.80 3.32 0.065
H -0.57 -4.50 3.30 0.076
H -1.28 -3.50 2.05 0.045
H 1.74 -3.74 2.41 0.084
H 0.87 -4.99 1.60 0.112
H 1.94 -3.27 0.09 0.113
H 0.37 -3.87 -0.25 0.122
H 2.31 0.04 2.08 0.136
H 2.04 -1.62 2.42 0.121
H 3.79 -2.93 2.12 0.104
H 5.78 -3.70 0.93 0.107
H 6.54 -2.56 -1.12 0.115
H 4.70 0.43 -2.55 0.067
H 5.33 -1.09 -3.17 0.084
H 6.40 -0.04 -2.26 0.084
H 3.28 0.18 -0.79 0.086
H -1.40 1.04 2.15 0.121
H -2.77 -1.64 2.19 0.093
H -1.76 -1.04 3.47 0.126
H -4.29 0.29 2.50 0.114
H -4.92 -1.38 3.91 0.086
H -4.74 -0.02 4.99 0.086
H -3.48 -1.29 4.91 0.083
H -2.16 2.30 0.67 0.107
H -3.56 1.32 0.92 0.096
H -3.77 2.93 -0.90 0.089
H -2.52 2.18 -1.82 0.070
H -4.06 1.33 -1.53 0.066
H -2.28 -3.21 -0.82 0.036
H -3.17 -3.12 0.59 0.054
H -4.87 -0.24 0.00 0.055
H -0.71 1.53 -0.79 0.129
H -0.08 0.66 -2.66 0.143
H -1.78 0.29 -2.52 0.094
H 0.40 -1.58 -2.26 0.114
H -0.36 -1.70 -4.38 0.088
H -1.99 -1.29 -3.89 0.084
H -1.31 -2.89 -3.53 0.059
H 1.29 -0.09 -0.97 0.129
H 2.36 1.48 0.61 0.125
H 2.37 3.18 -0.94 0.075
H 0.67 3.05 -1.30 0.094
H 1.82 1.83 -1.91 0.077
H -0.27 2.93 0.88 0.105
H 0.48 1.89 2.15 0.099
H 2.56 3.55 1.34 0.100
H 1.13 4.59 1.29 0.090
H 2.61 4.03 3.57 0.069
H 1.03 4.75 3.54 0.071
H 1.17 3.02 3.77 0.066
C 5.01 6.75 -2.56 -0.153
C 5.36 6.81 -1.08 -0.156
O 4.19 7.39 -0.48 -0.181
S 2.88 6.94 -1.27 0.598
O 2.28 5.84 -0.60 -0.237
O 2.13 8.10 -1.59 -0.200
O 3.62 6.39 -2.57 -0.189
H 5.12 7.72 -3.04 0.137
H 5.58 6.01 -3.10 0.136
H 6.22 7.43 -0.88 0.138
H 5.51 5.82 -0.66 0.133
C -5.97 -5.68 -2.09 -0.147
C -6.14 -4.41 -1.29 -0.150
O -5.07 -3.57 -1.74 -0.236
S -4.77 -3.85 -3.29 0.583
O -5.43 -2.88 -4.08 -0.205
O -3.38 -4.11 -3.42 -0.234
O -5.57 -5.22 -3.39 -0.177
H -5.18 -6.31 -1.68 0.136
H -6.89 -6.25 -2.17 0.140
H -6.06 -4.56 -0.22 0.136
H -7.09 -3.91 -1.51 0.137
```